No. 1
Molecular formula: C51H39GaN7O3PS5
Method: DFT, ωB97M-V/def2-TZVPD

Summary:
E_LUMO: -0.11 eV
gap between HOMO and LUMO: 6.45 eV

XYZ file:
```
107
Properties=species:S:1:pos:R:3:forces:R:3:mulliken_charge:R:1
Ga 0.154252 -0.674568 0.097079 -0.372 -0.101 0.087 0.71
C -0.589053 1.657671 4.974962 0.017 -0.034 -0.033 -1.15
N -0.244248 0.625664 4.006922 -0.112 0.113 0.159 0.44
C -0.281306 0.741153 2.662631 0.136 0.012 0.034 -0.16
N 0.094412 -0.392312 2.106999 0.076 0.132 -0.116 0.93
C 0.375882 -1.291697 3.106506 -0.098 0.062 0.016 -0.29
C 0.167972 -0.652132 4.306307 0.129 -0.141 -0.108 0.91
C 0.376616 -1.180291 5.663935 0.003 -0.022 0.003 0.05
C 1.586545 -1.809848 5.957524 0.004 0.043 0.002 -0.20
C 1.787144 -2.395318 7.197136 -0.028 -0.013 0.020 -0.81
C 0.781738 -2.361726 8.155262 0.017 0.002 -0.029 -0.41
C -0.418857 -1.725807 7.874381 -0.030 0.028 0.008 -0.78
C -0.621694 -1.136037 6.634902 -0.009 -0.007 -0.005 -0.20
C 0.670591 -2.725744 2.899104 -0.004 0.000 -0.006 0.18
C -0.178680 -3.660435 3.494792 -0.024 0.026 -0.027 -0.57
C 0.016577 -5.015197 3.291351 -0.026 0.000 0.033 -1.01
C 1.071397 -5.454208 2.500241 0.020 -0.016 -0.025 -0.44
C 1.933639 -4.530883 1.929792 -0.039 -0.033 0.008 -0.78
C 1.738231 -3.169358 2.125502 0.041 0.001 0.052 0.23
P -0.762152 2.219249 1.735068 -0.004 -0.134 -0.143 -0.68
C -1.999373 1.499681 0.609302 -0.176 0.175 -0.043 -0.69
N -1.748740 0.689348 -0.403791 -0.012 0.020 -0.157 0.31
C -2.904374 0.596798 -1.148847 -0.100 0.041 0.143 0.08
C -3.881903 1.347860 -0.522186 0.086 -0.047 -0.100 0.22
N -3.289926 1.919184 0.575795 -0.046 0.043 0.123 0.61
C -3.945109 2.810115 1.523109 0.044 0.003 -0.056 -0.97
C -5.319755 1.517565 -0.809298 0.009 -0.038 0.025 -1.02
C -6.166360 0.415243 -0.706146 0.033 0.001 -0.001 0.09
C -7.514109 0.543089 -1.004859 -0.016 -0.008 -0.006 -0.76
C -8.026165 1.770035 -1.407077 0.015 -0.023 0.001 -0.35
C -7.189615 2.873929 -1.498276 0.005 0.023 0.010 -0.84
C -5.841134 2.750178 -1.194752 -0.004 -0.016 -0.010 0.18
C -3.048418 -0.165144 -2.406174 -0.008 -0.068 -0.055 0.48
C -4.021298 0.188481 -3.347167 0.057 0.059 0.024 -0.56
C -4.217799 -0.577774 -4.484853 -0.029 -0.015 -0.012 -0.73
C -3.446791 -1.710068 -4.712609 0.016 0.037 0.029 -0.51
C -2.441435 -2.036737 -3.814969 -0.009 -0.013 -0.062 -1.02
C -2.240182 -1.264303 -2.682503 -0.011 0.063 0.062 0.43
C 0.569797 2.252232 0.500730 0.074 0.264 -0.003 -0.49
N 0.878916 1.328621 -0.402143 0.054 -0.373 0.295 0.90
C 1.896612 1.849012 -1.174240 0.060 -0.056 -0.084 -0.14
C 2.188757 3.111502 -0.716483 -0.038 -0.064 0.071 0.52
N 1.337294 3.351591 0.334737 -0.003 -0.016 0.002 0.70
C 1.361268 4.527227 1.196663 -0.001 -0.051 -0.029 -0.96
C 3.234844 4.061794 -1.127760 -0.006 0.068 0.021 -0.76
C 4.570651 3.676425 -1.059265 0.065 -0.083 0.024 0.00
C 5.566924 4.568855 -1.424982 0.040 0.047 -0.025 -0.78
C 5.240300 5.846193 -1.861429 -0.048 -0.023 -0.001 -0.40
C 3.908505 6.233516 -1.934267 -0.001 -0.010 0.022 -0.82
C 2.909308 5.344198 -1.566703 -0.006 -0.015 -0.043 0.05
C 2.526640 1.191700 -2.337371 -0.020 -0.017 -0.064 0.17
C 2.766474 1.935203 -3.496348 -0.123 -0.036 0.000 -0.47
C 3.375224 1.349849 -4.594011 0.000 0.025 -0.004 -0.85
C 3.748639 0.012417 -4.554247 0.013 -0.004 0.006 -0.53
C 3.524696 -0.726961 -3.403570 -0.017 0.027 -0.036 -1.33
C 2.924959 -0.139106 -2.299253 0.147 0.021 0.023 -0.39
H -0.402323 2.636967 4.543692 0.028 0.007 -0.027 0.40
H -1.638558 1.588457 5.261149 0.003 -0.016 -0.007 0.35
H 0.026310 1.534181 5.862159 0.031 -0.016 -0.025 0.41
H 2.363969 -1.838056 5.203606 -0.027 -0.012 0.015 0.47
H 2.728947 -2.883128 7.414751 -0.029 0.003 -0.017 0.43
H 0.929510 -2.838596 9.116077 0.015 0.037 -0.013 0.40
H -1.207254 -1.701004 8.616473 0.022 0.000 -0.019 0.39
H -1.573985 -0.667451 6.412818 0.017 -0.035 -0.009 0.40
H -1.012670 -3.314484 4.094827 0.004 -0.014 -0.041 0.51
H -0.666366 -5.730586 3.733462 0.027 0.025 -0.012 0.39
H 1.212534 -6.513860 2.324131 -0.003 0.029 0.001 0.46
H 2.761401 -4.867410 1.318331 -0.015 0.014 -0.006 0.45
H 2.416488 -2.457012 1.679368 -0.030 0.032 -0.048 0.48
H -4.992306 2.533777 1.610092 -0.001 -0.042 -0.011 0.35
H -3.472628 2.721071 2.496909 0.022 -0.027 0.019 0.33
H -3.881157 3.847014 1.193374 0.004 -0.002 -0.017 0.33
H -5.752366 -0.539629 -0.401376 -0.025 0.026 -0.042 0.53
H -8.165764 -0.318404 -0.929435 0.021 0.020 -0.003 0.41
H -9.076556 1.864688 -1.652968 0.028 0.000 0.015 0.40
H -7.585620 3.829854 -1.817247 0.009 -0.012 0.021 0.39
H -5.182096 3.607305 -1.280139 -0.018 -0.022 -0.028 0.44
H -4.619836 1.078755 -3.210362 -0.026 -0.021 0.055 0.47
H -4.979915 -0.286374 -5.197954 0.024 -0.008 0.028 0.41
H -3.619456 -2.320574 -5.590119 0.019 0.020 0.009 0.41
H -1.811476 -2.901902 -3.987116 -0.001 0.051 0.017 0.50
H -1.447186 -1.525836 -2.005496 -0.014 -0.100 0.050 -0.26
H 2.347546 4.977517 1.143885 0.034 -0.024 -0.023 0.43
H 0.617639 5.260337 0.886089 -0.012 -0.015 -0.026 0.30
H 1.170269 4.231083 2.223815 0.009 -0.036 0.013 0.35
H 4.822576 2.680421 -0.709672 -0.045 0.032 0.011 0.43
H 6.605406 4.268716 -1.363156 -0.031 -0.015 -0.006 0.42
H 6.020906 6.539751 -2.147593 -0.006 -0.018 0.010 0.40
H 3.647154 7.225979 -2.279946 0.009 -0.024 0.004 0.39
H 1.867454 5.637634 -1.640980 0.026 -0.002 0.013 0.45
H 2.460567 2.972520 -3.545043 -0.007 0.012 0.016 0.46
H 3.554539 1.939315 -5.485033 -0.021 -0.020 0.021 0.41
H 4.218389 -0.446375 -5.415731 -0.008 0.013 0.023 0.40
H 3.825499 -1.766251 -3.352647 -0.015 0.027 0.003 0.48
H 2.827422 -0.697226 -1.381539 0.040 0.012 0.039 1.24
S -1.313814 -7.700839 -0.745190 -0.001 -0.091 -0.009 -0.24
C -1.088318 -6.079840 -0.626745 0.025 0.177 0.056 0.13
S 0.235556 -5.238397 -1.356363 -0.065 0.011 0.030 -0.09
C -0.178651 -3.630450 -0.800955 0.102 -0.081 -0.095 0.10
C -1.278845 -3.525746 -0.038816 -0.162 -0.082 0.087 0.32
S -1.875332 -2.062599 0.658532 0.165 0.065 -0.087 -0.47
S -2.134703 -5.023190 0.255777 0.081 -0.030 -0.071 -0.11
S 0.914775 -2.343570 -1.271383 0.078 0.316 0.096 -0.60
O 4.344448 0.501920 0.917552 -0.285 -0.259 0.334 -0.77
N 3.183571 0.355476 1.293602 -0.336 0.733 -0.828 1.23
O 2.662256 1.115337 2.134832 0.123 -0.470 -0.050 -0.71
O 2.457927 -0.538607 0.713755 0.476 -0.031 0.518 -0.57
```
Forces are in eV/Å.

=====

No. 2
Molecular formula: C32H30IrN3O6PS
Method: DFT, ωB97M-V/def2-TZVPD

Summary:
relative energy (zero: lowest compared OMol25 entry of this formula, charge and spin): 17.6 kJ/mol
E_LUMO (spin up / spin down): -5.89 / -8.15 eV
gap between HOMO and LUMO (spin up / spin down): 8.31 / 5.99 eV
charge: +2
spin multiplicity: 2

XYZ file:
```
74
Properties=species:S:1:pos:R:3:forces:R:3:mulliken_charge:R:1
Ir 0.364184 -0.203911 0.070974 -0.385 -0.192 -0.299 3.60
O 4.881718 0.460907 4.248597 -0.010 0.080 -0.006 -0.41
C 4.000205 0.410281 3.459451 -0.340 -0.058 -0.294 0.42
C 4.127045 0.534441 1.899088 0.404 0.025 0.858 0.04
O 5.092833 0.892950 1.295596 -0.171 -0.064 -0.218 -0.46
C 2.788434 0.151197 1.383424 -0.177 -0.039 -0.742 0.61
C 1.865894 -0.106455 2.436746 -0.583 -0.035 -0.042 0.76
O 0.674288 -0.468729 2.190588 0.164 0.057 -0.078 -0.83
C 2.482537 0.151738 3.766113 0.874 0.115 0.305 -0.07
O 1.956770 0.212793 4.836600 -0.212 -0.102 -0.156 -0.47
O 2.431813 0.048707 0.161362 -0.186 0.008 0.429 -1.12
N -1.677032 0.276038 -2.135017 0.092 -0.101 0.125 0.22
P 0.025896 0.361798 -2.106074 -0.320 0.019 0.225 0.03
C 0.472294 -0.508815 -3.607476 0.068 -0.072 0.071 0.91
C 1.484996 -0.021861 -4.434819 0.120 -0.037 0.027 -0.67
C 1.783659 -0.683110 -5.615868 0.025 0.029 0.014 -0.82
C 1.070415 -1.816203 -5.979864 -0.046 -0.034 0.021 -0.63
C 0.052691 -2.297646 -5.163190 0.054 0.021 -0.048 -0.71
C -0.244227 -1.649652 -3.977249 -0.059 0.062 -0.062 -0.74
C 0.506269 2.072254 -2.386505 -0.007 0.009 -0.022 0.54
C -0.351492 2.953696 -3.041745 -0.001 0.002 -0.037 -0.47
C 0.073192 4.242172 -3.334787 0.029 0.009 0.014 -0.90
C 1.353382 4.648606 -2.977785 -0.019 -0.025 0.013 -0.67
C 2.207500 3.772082 -2.317903 -0.004 0.019 -0.033 -0.77
C 1.788138 2.484576 -2.019903 0.048 -0.016 0.069 -0.23
C -2.395129 -0.099002 -1.022613 0.109 -0.010 -0.034 0.35
C -3.789753 -0.192369 -1.040882 0.012 -0.010 0.020 -0.96
C -4.447012 -0.555733 0.109214 0.038 -0.007 0.034 -0.60
C -3.716803 -0.811365 1.276453 -0.106 0.000 -0.015 -1.04
C -2.356048 -0.705774 1.229732 0.144 0.096 -0.082 -0.69
N -1.694361 -0.367543 0.093397 0.238 0.012 0.064 0.46
H -2.172776 0.286369 -3.014529 -0.030 0.058 -0.013 0.43
H 2.036827 0.870613 -4.167884 -0.024 -0.020 -0.016 0.41
H 2.567124 -0.304177 -6.258036 -0.007 -0.005 0.005 0.46
H 1.299430 -2.320389 -6.909508 -0.004 0.002 0.010 0.43
H -0.512936 -3.171873 -5.457886 0.000 0.010 0.007 0.50
H -1.046507 -2.018935 -3.353225 -0.020 -0.034 0.022 0.50
H -1.346605 2.642791 -3.335630 0.003 0.005 0.008 0.39
H -0.589809 4.922306 -3.853290 0.008 -0.003 0.009 0.45
H 1.687883 5.649537 -3.217552 -0.004 -0.009 0.001 0.44
H 3.204963 4.088267 -2.042917 -0.002 0.003 -0.001 0.50
H 2.462539 1.808855 -1.502355 -0.064 0.029 -0.038 0.46
H -4.327113 0.028924 -1.953122 0.003 -0.006 0.012 0.57
H -5.526283 -0.633712 0.111649 0.010 -0.002 0.003 0.50
H -4.203451 -1.089231 2.199938 -0.004 0.005 -0.013 0.61
H -1.733256 -0.882014 2.097586 0.004 -0.005 -0.017 0.56
O 0.249825 1.783146 0.633790 0.256 -0.086 0.006 -0.78
S -1.005564 2.697087 0.570017 -0.011 -0.092 -0.019 0.56
C -0.305746 4.354919 0.529082 0.007 0.012 0.018 -0.47
C -1.159037 5.145912 1.511964 -0.047 -0.005 -0.030 -0.69
C -1.269635 4.272970 2.763303 0.012 -0.007 0.000 -0.72
C -1.584282 2.847751 2.291517 0.020 0.005 -0.007 -0.60
H -0.306850 4.711039 -0.498610 -0.024 0.008 -0.016 0.22
H 0.722787 4.234755 0.878178 -0.013 -0.006 -0.015 0.28
H -2.148040 5.338747 1.088653 0.011 0.011 0.000 0.32
H -0.702078 6.112771 1.715258 0.009 -0.006 0.024 0.39
H -2.045344 4.629461 3.437505 0.010 0.000 0.019 0.38
H -0.327346 4.282120 3.311212 0.012 0.003 -0.017 0.33
H -2.650585 2.623009 2.287049 -0.001 0.035 -0.030 0.50
H -1.059250 2.064601 2.840295 -0.040 0.002 0.015 0.19
N 0.713560 -2.301781 -0.030068 0.167 0.426 0.091 -0.40
C -0.154150 -3.284893 -0.667143 -0.039 0.038 -0.014 0.45
C 0.240987 -3.854713 -1.862623 0.015 -0.082 0.022 -0.61
C -0.572367 -4.811984 -2.454668 0.045 -0.005 -0.027 -0.56
C -1.762155 -5.186954 -1.851478 -0.024 -0.034 -0.015 -0.67
C -2.135604 -4.621119 -0.639331 -0.006 0.022 0.045 -0.81
C -1.326169 -3.671141 -0.035509 -0.048 0.046 -0.057 -0.38
H 1.659471 -2.428817 -0.385503 0.030 0.022 -0.095 0.45
H 0.773832 -2.524222 0.964268 -0.021 -0.104 0.001 0.53
H 1.179811 -3.571918 -2.324737 -0.005 0.008 -0.009 0.35
H -0.263897 -5.274654 -3.383033 0.003 0.003 0.014 0.49
H -2.387383 -5.940541 -2.310683 0.001 0.008 0.001 0.45
H -3.047575 -4.936291 -0.150069 0.009 -0.002 -0.004 0.46
H -1.597442 -3.255959 0.927466 0.007 -0.010 -0.004 0.43
```
Forces are in eV/Å.